(1)
The following is a quantum chemistry calculation of a structure of composition C20H23F2N3PdSi, from OMol25.

```
! wB97M-V def2-TZVPD RIJCOSX def2/J DEFGRID3
* xyz -2 1
H 3.995 -1.806 0.779
N -1.112 -2.906 -0.702
C 1.765 0.297 1.816
H -1.943 -2.507 2.814
H 2.209 2.526 -0.485
H 0.893 0.953 1.781
C -0.538 -3.968 -1.255
C -1.932 -1.525 2.359
C -0.693 -2.525 0.506
N -1.760 1.923 -1.170
H 4.770 -0.877 -0.509
H 3.771 2.305 0.336
H -3.699 3.107 1.404
H 0.900 -5.564 -1.163
H -0.894 -4.236 -2.246
H 0.580 -2.889 2.187
C -2.111 0.886 0.948
C -3.260 3.041 0.416
C -2.586 0.791 2.320
H -2.996 1.673 2.799
C -3.568 3.965 -0.522
H -1.652 2.743 -3.035
C -3.018 3.867 -1.842
C 0.458 -4.720 -0.648
N -1.277 -0.177 0.462
H -3.246 4.579 -2.624
C 1.487 -0.717 -1.126
H 0.514 2.467 -2.832
H 1.999 -0.808 -2.087
C 3.084 1.877 -0.402
F -0.116 1.023 -4.050
C 4.195 -0.791 0.419
C 0.283 -3.238 1.208
H 1.247 -1.724 -0.778
H -2.855 -0.430 4.027
C -1.329 -1.327 1.128
C -2.506 -0.371 2.999
H 2.487 0.699 2.537
F 1.930 1.160 -3.260
C 0.593 1.373 -2.875
H 4.820 -0.283 1.162
Pd -0.190 0.500 -1.254
H -4.243 4.780 -0.270
H 3.575 1.862 -1.377
H 1.412 -0.668 2.189
Si 2.547 0.138 0.106
C 0.867 -4.345 0.623
C -2.124 2.836 -2.061
C -2.381 1.923 0.108
H 1.649 -4.892 1.138
*
```

Values from the calculation:
E_tot (a.u.): -1557.2790
Strongest force on any atom (Eh/bohr): 0.0018
Gap between HOMO and LUMO (eV): 3.440
E_LUMO (eV): 5.040

(2)
The following is a quantum chemistry calculation of a structure of composition C6H5N2O5RuS, from OMol25.

```
! wB97M-V def2-TZVPD RIJCOSX def2/J DEFGRID3
* xyz 3 5
O 1.668 4.256 0.429
O -1.568 -0.057 -2.606
H -1.126 -2.413 -1.372
O 1.713 0.733 -2.174
C 1.069 1.117 1.649
C 0.040 -1.911 0.210
Ru 0.021 1.652 0.243
H -2.794 0.237 -0.709
N 1.124 -2.274 0.906
H 1.449 -1.767 1.712
C 1.012 3.319 0.322
H 1.781 -2.933 0.498
S -1.063 -0.732 0.774
C -1.654 2.169 1.046
H 0.469 -3.102 -1.388
C 1.032 1.098 -1.301
C -1.981 0.070 -1.501
O -2.637 2.443 1.590
N -0.283 -2.654 -0.865
O 1.728 0.749 2.534
*
```

Values from the calculation:
E_tot (a.u.): -1208.9906
Strongest force on any atom (Eh/bohr): 0.1689
Gap between HOMO and LUMO (spin up / spin down) (eV): 5.758 / 5.381
E_LUMO (spin up / spin down) (eV): -13.419 / -17.119

(3)
The following is a quantum chemistry calculation of a cluster of 9 separate species, C20H33N7O6 in total, from OMol25.

```
! wB97M-V def2-TZVPD RIJCOSX def2/J DEFGRID3
* xyz 0 1
H -3.585 -2.792 2.825
N -2.650 -3.955 5.639
C 3.324 -2.108 1.323
C -1.265 0.367 -5.631
C 1.978 2.411 2.113
C -3.124 1.288 -0.345
C 0.628 -0.319 -0.629
H -0.950 3.709 -0.001
C -0.995 0.928 -4.314
C -5.059 -2.946 -0.487
C 0.075 4.905 -1.412
H 4.268 -3.249 2.795
O -4.903 -0.446 -1.369
H -4.830 -3.889 -0.006
O 1.228 1.350 2.408
H -1.869 -3.338 2.655
C -4.091 -0.828 -0.570
H 1.133 -1.027 -1.274
O 2.394 2.602 1.001
H -0.173 0.246 -1.096
C 1.367 -3.824 -1.679
C 3.656 2.071 -1.911
H 0.427 -3.326 -1.958
N -0.751 1.356 -3.279
H 0.210 0.205 3.718
H -2.915 1.486 -1.398
H -0.707 -0.549 -5.804
H -1.771 3.869 -1.605
H -4.090 1.733 -0.107
H -5.027 -3.054 -1.572
H 4.494 1.647 -1.364
C -2.649 -3.466 4.603
C 1.815 -4.566 -2.847
N 3.319 -1.591 0.302
C 0.124 -1.047 0.531
C 3.303 -2.781 2.618
H 3.877 4.193 2.442
H -0.364 2.883 -1.417
H 3.058 -2.065 3.397
H 2.993 4.955 3.781
H -2.278 -1.810 3.385
N 0.812 5.745 -1.670
H 0.386 1.944 4.213
C -2.601 -2.847 3.285
N -0.326 -1.586 1.438
O 2.175 3.215 3.146
C 2.889 4.413 2.850
N 2.629 0.266 -3.484
H -6.041 -2.551 -0.236
C 3.103 1.054 -2.798
N 2.156 -5.158 -3.772
H 2.020 -2.974 -1.494
H 1.727 0.849 4.371
C 0.854 1.076 3.751
H 3.896 2.986 -2.443
H 1.371 0.384 -0.245
H -2.343 1.724 0.269
H -2.327 0.172 -5.752
H 2.359 4.976 2.082
H 1.088 -4.457 -0.844
H 2.538 -3.556 2.589
H -0.930 1.105 -6.362
C -0.823 3.814 -1.076
O -3.100 -0.101 -0.066
H 2.898 2.328 -1.167
O -4.033 -2.051 -0.043
*
```

Values from the calculation:
E_tot (a.u.): -1616.5658
Structure (SMILES): COC(=O)OC.COC(=O)OC.CC#N.CC#N.CC#N.CC#N.CC#N.CC#N.CC#N
Strongest force on any atom (Eh/bohr): 0.0312
ΔE to the lowest compared entry with this formula, charge and spin (eV): 0.000
Gap between HOMO and LUMO (eV): 11.417
E_LUMO (eV): 0.220

(4)
The following is a quantum chemistry calculation of a cluster of 2 separate species, C4H5NO4 in total, from OMol25.

```
! wB97M-V def2-TZVPD RIJCOSX def2/J DEFGRID3
* xyz 0 1
C 0.028 -0.120 -0.375
H -0.372 -2.068 -0.480
H -2.929 -1.203 -0.096
H 1.874 1.172 -0.190
H -2.668 1.303 0.446
O 1.447 1.867 0.400
H 2.952 -1.108 1.019
O 0.185 2.250 -0.092
N -0.786 -1.159 -0.269
C -0.449 1.074 -0.098
C -1.855 0.733 0.032
C -1.999 -0.620 -0.063
O 2.415 -1.583 0.317
O 2.157 -0.537 -0.553
*
```

Values from the calculation:
E_tot (a.u.): -510.7706
Strongest force on any atom (Eh/bohr): 0.1064
ΔE to the lowest compared entry with this formula, charge and spin (eV): 10.638
Gap between HOMO and LUMO (spin up / spin down) (eV): 7.948 / 8.058
E_LUMO (spin up / spin down) (eV): -1.133 / -0.961

(5)
The following is a quantum chemistry calculation of a structure of composition C15H14CuIN2O5STe, from OMol25.

```
! wB97M-V def2-TZVPD RIJCOSX def2/J DEFGRID3
* xyz -2 1
N 0.574 -3.304 -0.649
S 3.756 0.900 -3.864
H 2.905 -1.593 -2.156
O -1.933 0.431 -1.548
C 4.656 1.917 -1.639
H 1.622 -5.139 -0.082
H 2.689 2.364 -0.813
C -2.828 2.055 2.892
I 4.268 -4.716 -2.222
H 6.057 1.451 -3.239
C -2.775 -0.117 1.188
C -2.680 0.662 3.507
C 2.670 -3.686 -1.349
H -1.413 2.984 1.393
H -3.626 1.779 0.417
H -1.290 -1.017 2.753
H -3.790 -0.257 1.513
C -2.640 1.327 0.594
H -2.727 3.004 3.434
H -3.613 0.109 3.756
C -1.864 1.499 -0.752
H -3.867 2.212 2.554
Cu -0.178 -0.594 -1.352
C 3.289 1.928 -1.573
C -2.642 -1.392 0.273
O -1.213 2.531 -0.943
C 1.658 -4.178 -0.593
C 2.627 1.385 -2.683
C -1.796 -0.079 2.455
C 5.064 1.405 -2.844
Te 0.545 1.275 -2.858
H -2.107 0.821 4.434
H -0.319 -3.289 -0.113
C 2.270 -2.337 -1.640
N 1.083 -2.059 -1.122
O -1.440 -1.820 0.068
O -0.832 1.032 2.153
H 5.407 2.237 -0.871
C -1.854 2.018 1.703
O -3.711 -1.748 -0.181
*
```

Values from the calculation:
E_tot (a.u.): -3670.0729
Strongest force on any atom (Eh/bohr): 0.0701
ΔE to the lowest compared entry with this formula, charge and spin (eV): 0.761
Gap between HOMO and LUMO (eV): 3.369
E_LUMO (eV): 3.564

(6)
The following is a quantum chemistry calculation of a structure of composition C6H12O, from OMol25.

```
! wB97M-V def2-TZVPD RIJCOSX def2/J DEFGRID3
* xyz 0 1
H -3.153 0.070 -1.042
O 0.875 -0.302 -0.856
H 1.984 -1.072 1.040
C -1.784 0.980 0.472
H -1.425 1.723 -0.236
H -3.551 -0.363 0.682
C -0.479 -0.694 -0.993
C 2.805 0.719 0.085
H 1.574 0.707 -0.643
C 2.465 -0.642 0.167
H 2.642 1.346 0.959
H -0.496 -1.764 -1.246
C -2.794 -0.018 -0.018
C -1.364 -0.435 0.209
H -1.191 -1.072 1.076
H -0.904 -0.160 -1.856
H 2.922 -1.351 -0.516
H -1.853 1.331 1.497
H 3.668 0.985 -0.523
*
```

Values from the calculation:
E_tot (a.u.): -310.8898
Strongest force on any atom (Eh/bohr): 0.0082
ΔE to the lowest compared entry with this formula, charge and spin (eV): 4.612
Gap between HOMO and LUMO (eV): 10.032
E_LUMO (eV): 1.086

(7)
The following is a quantum chemistry calculation of a structure of composition C18H20ClN4O5PtS, from OMol25.

```
! wB97M-V def2-TZVPD RIJCOSX def2/J DEFGRID3
* xyz 3 5
O 0.009 2.148 -4.442
H 6.300 4.258 -3.614
C 4.379 3.296 -3.330
S -0.274 1.329 0.481
H 5.411 1.452 -3.764
H -6.007 -1.400 2.993
H 1.535 -0.337 1.425
N 0.725 -0.943 1.466
O -1.146 -3.125 0.512
H -3.358 -4.487 0.160
C 3.341 5.858 -2.913
N 2.423 2.235 -3.023
C -3.383 -2.625 1.238
C 3.383 1.343 -3.316
O 0.660 1.298 -0.735
N 4.559 1.931 -3.493
C -4.124 -1.745 2.034
H 0.146 -4.282 3.846
H 2.944 6.853 -2.769
H 0.547 -3.032 1.653
H 0.105 -3.387 5.363
C -5.432 -2.059 2.359
C 5.243 4.371 -3.404
C -0.382 -0.429 1.010
O -2.076 0.457 -1.429
H 1.422 4.904 -2.651
H 2.028 -2.311 2.294
C 0.946 -2.208 2.236
H -7.018 -3.479 2.135
C -1.990 -2.378 0.899
Pt 0.343 1.830 -2.730
C 0.564 -3.427 4.378
O -1.979 2.890 -1.351
H 0.716 -1.277 4.168
C 0.308 -2.128 3.619
H 3.226 0.281 -3.425
C 2.480 4.764 -2.835
C -5.997 -3.234 1.875
Cl -1.931 1.702 -2.207
H -2.353 -0.298 0.725
C 4.683 5.678 -3.191
H -0.769 -1.962 3.518
H 1.632 -3.595 4.515
C -3.951 -3.814 0.765
H -3.678 -0.848 2.445
H 5.348 6.529 -3.260
C 3.026 3.459 -3.028
H -5.718 -5.020 0.718
C -5.265 -4.109 1.084
N -1.603 -0.925 0.996
*
```

Values from the calculation:
E_tot (a.u.): -2269.4634
Strongest force on any atom (Eh/bohr): 0.0072
ΔE to the lowest compared entry with this formula, charge and spin (eV): 0.000
Gap between HOMO and LUMO (spin up / spin down) (eV): 6.034 / 2.819
E_LUMO (spin up / spin down) (eV): -10.152 / -13.367

(8)
The following is a quantum chemistry calculation of a cluster of 2 separate species, C5H9N5O3 in total, from OMol25.

```
! wB97M-V def2-TZVPD RIJCOSX def2/J DEFGRID3
* xyz 0 1
H -2.360 -0.868 1.127
C -2.988 0.652 -0.288
H -2.322 -0.341 -1.910
N 0.041 -0.255 1.667
N -0.837 0.526 1.260
C 2.511 1.837 0.334
C 0.314 -1.430 1.121
N -2.898 0.417 -1.658
O 2.061 0.795 -0.630
H 3.367 2.312 -0.130
H 1.124 -2.006 1.531
O -3.790 1.382 0.225
C 2.543 -0.430 -0.385
H 3.038 -0.653 0.482
N -0.219 -1.726 -0.077
O 2.285 -1.381 -1.125
H 0.435 -2.277 -0.685
H -3.542 0.778 -2.268
H 1.679 2.525 0.329
C -1.936 -0.168 0.425
N -1.234 -1.007 -0.573
H 2.728 1.318 1.228
*
```

Values from the calculation:
E_tot (a.u.): -695.2950
Strongest force on any atom (Eh/bohr): 0.0974
ΔE to the lowest compared entry with this formula, charge and spin (eV): 0.000
Gap between HOMO and LUMO (eV): 8.170
E_LUMO (eV): -0.599